Here is a 5-piece molecular cluster, C6H22O5 overall in a non-equilibrium geometry from the OMol25 dataset. Energies are from ωB97M-V/def2-TZVPD.

Its charge is 0. The energy above the lowest of the compared OMol25 structures with the same formula, charge and spin comes out at 27.4 kcal/mol. As for the SMILES: CCO.CCO.CCO.O.O. The multiplicity is 1.

Positions of all 33 atoms, in Å:
C -4.534 0.643 1.512
C -3.435 0.629 2.582
O -2.335 -0.248 2.346
H -5.289 1.385 1.747
H -5.004 -0.320 1.364
H -4.119 0.854 0.517
H -3.900 0.450 3.565
H -2.932 1.626 2.531
H -2.600 -1.140 2.385
C 4.371 1.899 -1.157
C 2.843 1.683 -1.208
O 2.442 0.441 -0.731
H 4.663 1.990 -0.103
H 4.612 2.835 -1.653
H 4.838 1.124 -1.760
H 2.612 1.792 -2.237
H 2.356 2.461 -0.592
H 1.639 0.589 -0.226
C 0.415 -2.902 -0.128
C 1.285 -2.772 -1.383
O 0.854 -1.691 -2.160
H 0.331 -1.965 0.334
H 0.863 -3.630 0.571
H -0.590 -3.257 -0.488
H 1.267 -3.701 -1.905
H 2.278 -2.611 -1.019
H 1.291 -0.854 -1.849
O 0.181 2.348 0.601
H -0.108 2.446 -0.304
H -0.375 1.682 1.089
O -1.308 -0.189 -0.746
H -0.924 -0.805 -1.411
H -1.689 -0.790 -0.083

***

Here is C18H29N4NaO as an isolated structure in a non-equilibrium geometry from the OMol25 dataset. Energies are from ωB97M-V/def2-TZVPD.

Its charge is 0. The energy above the lowest of the compared OMol25 structures with the same formula, charge and spin comes out at 0.0 kcal/mol. The multiplicity is 1.

Positions of all 53 atoms, in Å:
Na 0.532 -0.521 -0.159
N 0.042 1.179 -1.715
C 0.844 2.366 -2.090
C 2.278 1.993 -2.525
C 3.193 1.465 -1.440
N 2.876 0.068 -1.106
H 0.130 0.519 -2.467
H -0.939 1.421 -1.673
H 0.896 3.070 -1.235
H 0.376 2.936 -2.903
H 2.765 2.896 -2.916
H 2.229 1.263 -3.332
H 3.122 2.034 -0.494
H 4.232 1.501 -1.798
H 3.497 -0.350 -0.427
H 3.010 -0.496 -1.935
C -4.009 -1.912 -4.018
C -3.481 -0.795 -3.323
C -2.494 -0.966 -2.419
C -1.930 -2.223 -2.125
C -0.823 -2.254 -1.206
C -0.324 -3.546 -1.049
C -0.795 -4.695 -1.781
C -1.806 -4.578 -2.700
C -2.428 -3.322 -2.864
C -3.492 -3.153 -3.806
H -4.764 -1.735 -4.750
H -3.837 0.200 -3.586
H -2.144 -0.119 -1.889
H 0.515 -3.695 -0.351
H -0.291 -5.622 -1.552
H -2.154 -5.419 -3.262
H -3.882 -3.953 -4.428
C 0.894 -1.119 3.545
N 0.439 0.206 3.889
C -0.530 0.376 4.960
C 0.586 1.125 2.886
O 0.953 0.788 1.747
N 0.359 2.410 3.254
C 0.376 3.371 2.155
C 0.923 2.846 4.546
H 0.984 -1.696 4.461
H 1.843 -1.076 3.022
H 0.182 -1.589 2.856
H -1.057 -0.595 5.074
H -1.251 1.080 4.688
H -0.143 0.670 5.945
H -0.253 2.987 1.370
H 1.391 3.409 1.744
H 0.018 4.325 2.498
H 0.204 3.268 5.252
H 1.681 3.648 4.416
H 1.457 2.009 5.017

***

Here is C34H46CdN3O6P2Se as an isolated structure in a non-equilibrium geometry from the OMol25 dataset. Energies are from ωB97M-V/def2-TZVPD.

Its charge is -1. The energy above the lowest of the compared OMol25 structures with the same formula, charge and spin comes out at 25.6 kcal/mol. The multiplicity is 1.

Positions of all 93 atoms, in Å:
Cd 0.650 1.289 -1.304
C 0.288 0.353 4.909
C -0.485 1.570 4.426
C -1.176 2.293 5.574
O -1.480 1.148 3.477
P -1.383 1.747 1.963
O 0.006 2.017 1.584
C -2.296 0.481 1.054
P -1.229 -0.949 0.768
O 0.054 -0.717 0.087
O -0.886 -1.598 2.183
C -1.674 -2.360 3.103
C -3.107 -1.868 3.240
C -1.626 -3.834 2.718
O -2.155 -2.095 0.144
C -2.700 -2.154 -1.199
C -3.905 -1.237 -1.352
C -1.671 -1.858 -2.272
O -2.192 3.107 2.017
C -3.598 3.382 2.141
C -4.207 2.683 3.352
C -4.360 3.055 0.866
H 1.113 0.665 5.550
H 0.685 -0.191 4.052
H -0.369 -0.312 5.474
H 0.206 2.252 3.926
H -1.981 1.671 5.971
H -1.596 3.235 5.222
H -0.464 2.504 6.372
H -2.488 0.942 0.055
H -3.228 0.207 1.542
H -1.161 -2.233 4.058
H -3.627 -1.975 2.287
H -3.115 -0.824 3.551
H -3.625 -2.461 3.995
H -2.108 -3.980 1.753
H -2.130 -4.435 3.476
H -0.589 -4.162 2.639
H -3.024 -3.197 -1.268
H -3.586 -0.195 -1.458
H -4.588 -1.337 -0.504
H -4.442 -1.509 -2.262
H -1.356 -0.814 -2.215
H -2.122 -2.029 -3.251
H -0.789 -2.490 -2.165
H -3.621 4.463 2.297
H -4.069 1.605 3.260
H -5.275 2.899 3.404
H -3.733 3.009 4.277
H -4.643 2.001 0.833
H -3.741 3.263 -0.010
H -5.268 3.660 0.813
C -0.431 -0.699 -6.408
C 0.160 -1.944 -6.512
C 1.041 -2.350 -5.522
C 1.291 -1.490 -4.454
N 0.718 -0.295 -4.355
C -0.119 0.093 -5.307
C 2.205 -1.882 -3.347
C 3.262 -2.763 -3.581
C 4.103 -3.101 -2.536
C 3.858 -2.573 -1.282
C 2.773 -1.721 -1.133
N 1.972 -1.372 -2.130
H -1.137 -0.350 -7.150
H -0.063 -2.599 -7.347
H 1.489 -3.334 -5.557
H -0.589 1.059 -5.155
H 3.429 -3.161 -4.573
H 4.939 -3.770 -2.703
H 4.489 -2.816 -0.437
H 2.519 -1.297 -0.168
C 3.709 0.555 2.526
C 4.946 0.627 1.900
C 5.010 0.932 0.552
C 3.830 1.212 -0.154
N 2.649 1.094 0.464
C 2.585 0.762 1.742
C 3.800 1.652 -1.573
C 4.993 1.846 -2.283
C 4.970 2.259 -3.602
C 3.749 2.539 -4.206
C 2.573 2.372 -3.489
C 2.557 1.892 -2.177
H 3.621 0.330 3.581
H 5.858 0.448 2.458
H 5.973 0.942 0.063
H 1.582 0.671 2.148
H 5.956 1.671 -1.818
H 5.899 2.374 -4.150
H 3.722 2.879 -5.236
H 1.630 2.618 -3.967
Se -1.657 2.009 -2.273

***

Here is a 2-piece molecular cluster, C3H11N4 overall in a non-equilibrium geometry from the OMol25 dataset. Energies are from ωB97M-V/def2-TZVPD.

Its charge is +1. The energy above the lowest of the compared OMol25 structures with the same formula, charge and spin comes out at 32.3 kcal/mol. The multiplicity is 1.

Positions of all 18 atoms, in Å:
C 1.491 0.039 0.445
C 2.759 0.062 -0.313
C -0.909 -0.170 -0.119
N 1.287 0.009 1.684
N -1.258 -0.454 1.109
N -1.762 -0.399 -1.182
N 0.352 0.126 -0.422
H 2.572 0.678 -1.209
H 3.663 0.464 0.223
H 3.145 -0.898 -0.735
H -3.159 0.833 -0.001
H 2.210 -0.043 2.087
H -3.633 1.369 -0.161
H -2.245 -0.604 1.196
H -0.528 -0.405 1.864
H -1.833 0.108 -1.988
H -2.797 -0.655 -1.061
H 0.643 -0.058 -1.419

***

Here is C51H32BaCl3I2N5O2 as an isolated structure in a non-equilibrium geometry from the OMol25 dataset. Energies are from ωB97M-V/def2-TZVPD.

Its charge is 0. The multiplicity is 1.

Positions of all 96 atoms, in Å:
Ba 1.332 -0.125 -0.357
C -1.711 -2.977 6.806
C -0.526 -3.472 6.238
C 0.042 -2.924 5.138
C -0.559 -1.810 4.598
C -1.639 -1.204 5.247
C -2.281 -1.797 6.329
C -0.224 -1.291 3.222
C -0.438 -2.251 2.217
C -1.039 -3.568 2.408
C -1.014 -4.200 1.197
C -0.428 -3.240 0.280
C -0.251 -3.416 -1.252
C -0.693 -4.770 -1.887
C -1.955 -5.380 -1.664
C -2.201 -6.620 -2.307
C -1.299 -7.152 -3.171
C -0.094 -6.544 -3.429
C 0.202 -5.366 -2.771
C -0.847 -2.292 -2.113
N -0.567 -1.007 -1.922
C -1.614 -0.308 -2.674
C -1.876 1.047 -2.584
C -2.731 1.650 -3.692
C -3.947 2.328 -3.483
C -4.707 2.695 -4.547
C -4.332 2.544 -5.871
C -3.045 2.043 -6.084
C -2.318 1.528 -5.017
C -1.334 2.034 -1.704
C -1.582 3.499 -1.742
C -0.780 4.086 -0.877
C -0.100 3.010 -0.161
N -0.399 1.815 -0.736
C 0.317 3.128 1.187
C 0.493 2.069 2.128
C 0.751 2.273 3.567
C 0.591 1.031 4.161
C 0.178 0.139 3.096
N 0.143 0.758 1.913
C 0.535 4.485 1.670
C 1.805 4.828 2.095
C 2.044 6.148 2.428
C 1.033 7.063 2.439
C -0.280 6.667 2.197
C -0.529 5.375 1.763
C -2.370 -1.307 -3.427
C -1.904 -2.533 -3.031
N -0.068 -2.172 0.874
H -2.152 -3.493 7.617
H -0.157 -4.417 6.598
H 0.901 -3.406 4.654
H -2.076 -0.373 4.752
H -3.128 -1.320 6.757
H -1.552 -3.980 3.301
H -1.360 -5.201 1.017
H -2.731 -4.931 -1.053
H -3.145 -7.067 -2.096
H -1.520 -8.098 -3.666
H 0.596 -6.864 -4.181
H 1.115 -4.928 -3.025
H -4.342 2.432 -2.496
H -5.708 3.062 -4.346
H -4.991 2.783 -6.689
H -2.614 2.023 -7.095
H -1.334 1.087 -5.252
H -2.241 3.991 -2.446
H -0.729 5.151 -0.722
H 1.153 3.133 4.043
H 0.752 0.758 5.174
H 2.600 4.142 2.075
H 3.076 6.382 2.717
H 1.236 8.099 2.707
H -1.092 7.380 2.203
H -1.532 4.987 1.486
H -3.223 -1.153 -4.070
H -2.345 -3.487 -3.324
I 2.383 4.027 -2.886
C 1.022 2.987 -4.152
I 1.334 0.950 -4.428
H 1.112 3.474 -5.149
H 0.054 3.074 -3.693
Cl 8.463 -0.750 2.257
C 7.043 -0.116 1.634
C 5.826 -0.470 2.238
C 4.668 -0.179 1.592
Cl 3.189 -0.799 2.224
C 4.642 0.505 0.331
O 3.583 0.875 -0.220
C 5.873 0.763 -0.249
Cl 5.682 1.312 -1.896
C 7.025 0.481 0.373
H 5.742 -1.069 3.144
H 7.962 0.584 -0.142
O 1.928 -3.519 -0.693
N 1.229 -3.342 -1.620

***

Here is one molecule with the formula C5H7N3 in a non-equilibrium geometry from the OMol25 dataset. Energies are from ωB97M-V/def2-TZVPD.

Its charge is 0. The energy above the lowest of the compared OMol25 structures with the same formula, charge and spin comes out at 118.6 kcal/mol. As for the SMILES: C=C=NC/C=N\N=C. The multiplicity is 1.

Positions of all 15 atoms, in Å:
C 2.085 -0.640 -0.862
C 1.391 -0.880 0.259
N 0.864 -0.874 1.359
C -0.319 -0.133 1.765
C -0.433 1.222 1.074
N -1.013 1.328 -0.046
N -1.704 0.446 -0.686
C -1.361 0.011 -1.819
H 2.709 0.196 -0.895
H 1.919 -1.260 -1.694
H -0.499 -0.035 2.833
H -1.145 -0.724 1.572
H 0.048 1.881 1.706
H -2.191 -0.518 -2.248
H -0.352 -0.023 -2.319

***

| no. | Kohn-Sham gap (eV) |
| --- | --- |
| 1 | 10.74 |
| 2 | 6.53 |
| 3 | 4.87 |
| 4 | 11.55 |
| 5 | 4.59 |
| 6 | 9.55 |